Record 1
123
Properties=species:S:1:pos:R:3:mulliken_charge:R:1 method="wB97M-V/def2-TZVPD" homo_energy_ev=-9.33 e_lumo_ev=-2.50 orbital_gap_ev=6.82 total_charge=+1
C -3.56 0.56 1.04 -1.531
C -2.51 -0.13 0.55 0.017
C -2.32 -0.70 -0.83 1.292
C -0.77 -0.53 -1.22 0.795
F -0.72 -0.50 -2.60 -0.364
F -0.06 -1.66 -0.87 -0.395
C -0.08 0.73 -0.72 -0.766
C 0.73 0.59 0.59 -0.758
Si 2.21 1.78 0.71 0.281
C 3.77 0.74 0.76 -1.212
C 2.33 2.91 -0.77 -0.996
C 2.03 2.86 2.25 0.564
C 1.46 4.12 2.10 -0.375
C 1.28 4.95 3.20 -0.665
C 1.68 4.52 4.45 -0.435
C 2.26 3.28 4.61 -0.544
C 2.44 2.44 3.52 -0.297
C -2.49 -2.24 -0.78 -2.764
N -3.92 -2.76 -0.81 0.805
C -4.40 -3.27 0.53 0.171
C -3.59 -4.36 1.18 -1.419
F -4.47 -2.22 1.41 -0.307
P -3.91 -4.20 -2.07 0.239
O -5.12 -5.17 -1.64 -0.442
O -2.57 -4.95 -1.57 -0.433
C -4.88 -1.71 -1.30 0.608
C -6.23 -2.25 -1.80 -0.797
C -7.23 -1.08 -1.90 -0.710
C -8.67 -1.58 -2.04 -0.892
C -9.66 -0.44 -1.80 -0.917
S -9.71 -0.04 -0.05 1.162
O -9.53 -1.25 0.69 -0.544
O -8.78 1.02 0.19 -0.539
Cl -11.56 0.71 0.25 -0.207
C -4.19 -0.98 -2.45 -1.644
N -3.13 -0.13 -1.90 0.971
P -3.26 1.55 -2.04 -0.111
N -3.09 1.76 -3.75 -0.700
O -4.89 1.76 -1.87 -0.376
H -3.99 1.45 0.59 0.250
H -4.02 0.26 1.98 0.260
H -1.69 -0.34 1.24 0.644
H -0.77 1.56 -0.62 0.019
H 0.61 1.00 -1.51 0.337
H 1.10 -0.42 0.77 0.613
H 0.08 0.85 1.43 0.458
H 3.53 -0.23 1.20 0.361
H 4.10 0.55 -0.27 0.314
H 4.60 1.23 1.27 0.371
H 1.37 3.33 -1.08 0.367
H 2.73 2.37 -1.64 -0.112
H 3.00 3.76 -0.62 0.571
H 1.16 4.44 1.12 0.275
H 0.81 5.92 3.06 0.394
H 1.52 5.16 5.30 0.379
H 2.57 2.95 5.60 0.439
H 2.88 1.45 3.64 0.254
H -2.03 -2.59 -1.71 0.850
H -1.96 -2.58 0.09 0.223
H -5.43 -3.61 0.41 0.569
H -4.06 -4.55 2.15 0.488
H -2.56 -4.06 1.40 0.299
H -3.57 -5.31 0.65 0.366
H -5.15 -5.47 -0.71 0.379
H -2.50 -5.85 -1.91 0.391
H -5.07 -0.96 -0.54 0.138
H -6.11 -2.65 -2.81 0.503
H -6.70 -2.98 -1.14 0.361
H -7.02 -0.45 -2.77 0.258
H -7.11 -0.44 -1.03 0.493
H -8.86 -2.40 -1.35 0.484
H -8.82 -1.88 -3.08 0.429
H -9.39 0.47 -2.32 0.443
H -10.66 -0.70 -2.14 0.564
H -3.76 -1.67 -3.17 0.148
H -4.90 -0.34 -2.97 0.760
H -2.24 1.26 -4.01 0.308
H -2.88 2.75 -3.88 0.305
H -5.21 2.46 -2.45 0.265
C 5.14 -1.13 4.47 -1.187
C 5.96 -0.84 5.72 -0.467
N 5.17 -0.30 6.81 0.215
C 5.97 0.23 7.90 -0.693
C 6.84 -0.74 8.70 -0.985
C 4.02 -1.09 7.20 -0.691
C 4.25 -2.54 7.66 -1.078
H 4.61 -0.24 4.14 0.103
H 5.81 -1.45 3.67 0.479
H 4.42 -1.94 4.63 0.312
H 6.72 -0.09 5.46 0.474
H 6.51 -1.75 6.01 0.251
H 5.31 0.76 8.59 0.352
H 6.62 1.01 7.47 0.412
H 6.26 -1.35 9.38 0.225
H 7.56 -0.18 9.30 0.401
H 7.42 -1.40 8.05 0.271
H 3.32 -1.11 6.36 0.261
H 3.48 -0.55 7.98 0.438
H 4.97 -3.06 7.01 0.246
H 3.32 -3.09 7.62 0.392
H 4.62 -2.59 8.68 0.277
C 2.24 1.38 -4.65 -1.154
C 2.89 1.87 -5.93 -0.527
N 4.25 2.34 -5.73 0.136
C 4.79 3.04 -6.89 -0.702
C 4.99 2.26 -8.19 -0.972
C 5.15 1.40 -5.09 -0.379
C 5.38 0.03 -5.75 -1.038
H 2.26 2.16 -3.88 0.255
H 1.20 1.12 -4.84 0.361
H 2.72 0.49 -4.25 0.312
H 2.30 2.70 -6.32 0.451
H 2.82 1.06 -6.69 0.271
H 5.73 3.50 -6.60 0.359
H 4.11 3.88 -7.10 0.407
H 5.86 1.60 -8.14 0.227
H 5.16 2.95 -9.01 0.403
H 4.12 1.65 -8.45 0.268
H 4.79 1.23 -4.07 -0.015
H 6.12 1.90 -4.95 0.418
H 4.44 -0.41 -6.10 0.233
H 5.81 -0.66 -5.03 0.413
H 6.06 0.09 -6.59 0.286

---

Record 2
56
Properties=species:S:1:pos:R:3:nbo_charge:R:1 method="wB97M-V/def2-TZVPD" homo_energy_ev=-5.47 e_lumo_ev=2.62 de_lowest_kcal_mol=65.5 orbital_gap_ev=8.09 total_charge=-1
Zr 0.36 0.30 0.28 2.269
O -3.35 -0.96 0.58 -0.613
C -2.35 -0.50 1.10 0.827
O -1.62 0.45 0.61 -0.823
C -1.92 -0.99 2.51 -0.360
C -1.01 0.05 3.20 0.092
C -0.88 -0.33 4.68 -0.419
C 0.09 -1.52 4.60 -0.428
C 0.31 -1.63 3.08 0.088
O 0.27 -0.27 2.66 -0.537
C -0.96 -2.20 2.42 -0.333
C -0.59 -2.61 0.96 0.821
O -0.72 -3.78 0.63 -0.625
O -0.11 -1.68 0.23 -0.822
H -2.82 -1.22 3.08 0.235
H -1.25 1.09 2.99 0.234
H -1.84 -0.61 5.11 0.205
H -0.46 0.48 5.27 0.216
H -0.32 -2.44 5.01 0.209
H 1.04 -1.30 5.10 0.218
H 1.24 -2.10 2.75 0.235
H -1.36 -3.09 2.93 0.234
O 3.28 -0.24 -1.38 -0.982
P 3.26 0.35 0.12 2.536
O 4.61 0.53 0.63 -1.087
O 2.20 -0.43 0.85 -1.135
O 2.50 1.80 -0.22 -1.063
P 2.02 2.60 1.12 2.530
O 1.55 3.98 0.40 -1.000
O 3.09 2.83 2.09 -1.079
O 0.72 1.94 1.53 -1.153
H 4.10 0.01 -1.81 0.509
H 2.31 4.56 0.31 0.506
N -0.79 2.43 -0.69 -0.841
C -0.53 3.26 -1.81 0.153
C -1.14 4.50 -1.86 -0.223
C -0.95 5.36 -2.93 -0.223
C -0.13 4.95 -3.96 -0.230
C 0.48 3.71 -3.91 -0.209
C 0.32 2.81 -2.84 0.021
C 0.86 1.43 -2.92 -0.065
C 1.65 1.13 -4.03 -0.215
C 1.99 -0.16 -4.37 -0.232
C 1.50 -1.20 -3.60 -0.239
C 0.81 -0.91 -2.44 -0.138
C 0.51 0.40 -1.99 -0.486
H -1.74 2.59 -0.35 0.396
H -0.18 2.68 0.08 0.406
H -1.79 4.79 -1.05 0.201
H -1.43 6.33 -2.95 0.203
H 0.01 5.58 -4.83 0.201
H 1.09 3.45 -4.76 0.202
H 2.05 1.91 -4.66 0.189
H 2.61 -0.35 -5.24 0.196
H 1.69 -2.23 -3.89 0.199
H 0.47 -1.76 -1.85 0.225

---

Record 3
62
Properties=species:S:1:pos:R:3:nbo_charge:R:1 method="wB97M-V/def2-TZVPD" multiplicity=11 s2=30.0068 homo_energy_ev="-10.80 / -10.80" e_lumo_ev="-6.50 / -6.51" de_lowest_kcal_mol=78.5 orbital_gap_ev="4.31 / 4.29" total_charge=+1
Mn 0.72 0.12 -2.53 1.707
Mn -0.46 3.97 -1.29 1.734
C -0.84 0.23 -6.56 0.724
F -1.87 -0.37 -5.94 -0.339
F 0.15 -0.65 -6.69 -0.307
F -1.25 0.64 -7.74 -0.286
S -0.22 1.65 -5.52 2.323
O -1.37 2.44 -5.14 -0.973
O 0.41 0.90 -4.41 -1.127
O 0.74 2.39 -6.31 -0.922
C 0.07 1.62 -0.59 0.946
O 0.17 2.62 0.20 -0.817
O 0.40 0.42 -0.40 -0.778
O -0.29 1.92 -1.80 -0.958
C 0.42 -1.74 2.24 0.528
O -0.43 -1.57 3.09 -0.632
N 1.16 -2.86 2.11 -0.436
C 2.16 -2.98 1.08 -0.403
C 1.02 -3.97 3.05 -0.420
H 0.60 -0.96 1.49 0.123
H 3.16 -3.10 1.52 0.196
H 2.23 -2.15 0.38 0.197
H 2.00 -3.87 0.45 0.198
H 0.35 -3.74 3.87 0.251
H 0.52 -4.78 2.50 0.197
H 2.01 -4.29 3.36 0.202
C 2.76 1.17 2.05 0.530
O 2.48 1.62 3.15 -0.619
N 4.00 0.81 1.66 -0.435
C 4.22 0.14 0.39 -0.397
C 5.15 0.93 2.53 -0.426
H 2.03 1.01 1.25 0.110
H 4.31 -0.94 0.50 0.192
H 5.18 0.47 -0.01 0.213
H 3.36 0.33 -0.26 0.181
H 5.95 1.50 2.04 0.199
H 4.90 1.47 3.44 0.250
H 5.55 -0.04 2.81 0.199
C -1.96 -1.60 -3.05 0.580
O -0.92 -1.02 -2.69 -0.816
N -3.09 -0.98 -3.34 -0.353
C -4.15 -1.68 -4.04 -0.414
C -3.21 0.46 -3.29 -0.441
H -2.05 -2.69 -3.12 0.160
H -4.10 -1.46 -5.10 0.221
H -5.13 -1.41 -3.64 0.224
H -4.06 -2.76 -3.96 0.223
H -4.00 0.69 -2.57 0.216
H -2.33 1.04 -3.02 0.240
H -3.51 0.85 -4.27 0.234
C -1.96 1.98 2.84 0.535
O -2.94 2.28 2.18 -0.677
N -1.93 1.76 4.16 -0.412
C -0.71 1.25 4.79 -0.406
C -3.06 1.91 5.02 -0.424
H -0.96 1.77 2.42 0.110
H -0.31 2.02 5.45 0.192
H 0.06 0.96 4.08 0.236
H -0.95 0.35 5.36 0.207
H -2.83 2.42 5.96 0.203
H -3.81 2.55 4.55 0.231
H -3.53 0.97 5.30 0.203

---

no.,E (a.u.),F_max (eV Å⁻¹)
1,-4155.5542,1.832
2,-2462.1082,3.032
3,-4521.2872,2.521